No. 1
Density functional theory data (ωB97M-V/def2-TZVPD) for the molecule H4N2Si at a distorted geometry.

Geometry (Å):
N1 -0.67 0.25 -0.89
N2 0.09 -1.05 -0.60
Si1 0.22 0.30 0.59
H1 1.64 0.73 0.48
H2 -0.65 0.64 -1.83
H3 -0.41 -1.91 -0.80
H4 -0.41 0.32 1.87

Summary:
Energy above the lowest of the compared OMol25 structures with the same formula, charge and spin ... 42.3 kcal per mole
Maximum force ... 4.0 eV/A
E ... -10920.288 eV
Charge ... 0
Spin multiplicity ... 1
Kohn-Sham gap ... 8.68 eV
Structure (SMILES) ... N1N[SiH2]1

No. 2
Density functional theory data (ωB97M-V/def2-TZVPD) for a cluster of 2 separate species, C4H5IN2 in total at a distorted geometry.

Geometry (Å):
H1 -1.69 1.77 1.82
H2 -2.70 -1.44 0.81
N1 -1.38 0.84 1.55
I1 1.99 -1.11 2.16
H3 1.29 -1.09 -1.08
N2 -1.30 -2.93 0.28
C1 -1.89 -1.98 0.57
C2 0.77 -0.01 0.81
C3 1.24 -0.01 -0.63
H4 0.50 0.68 -1.10
H5 2.39 0.15 -0.66
C4 -0.24 0.58 1.28

Summary:
Energy above the lowest of the compared OMol25 structures with the same formula, charge and spin ... 64.7 kcal per mole
Maximum force ... 5.0 eV/A
E ... -15306.740 eV
Charge ... 0
Spin multiplicity ... 1
Kohn-Sham gap ... 8.66 eV
Structure (SMILES) ... CC(I)=C=N.C#N

No. 3
Density functional theory data (ωB97M-V/def2-TZVPD) for a cluster of 2 separate species, C3H13BrSi3 in total at a distorted geometry.

Geometry (Å):
C1 0.03 1.09 -0.33
C2 1.47 -1.72 -0.99
H1 -0.73 -0.58 2.29
H2 -0.88 0.52 -0.66
H3 3.20 1.57 -0.01
H4 3.66 0.28 1.22
H5 3.72 -0.09 -0.44
Si1 -4.08 0.32 0.18
H6 -3.41 -0.67 0.99
H7 -5.48 0.56 0.52
C3 3.08 0.48 0.29
Si2 0.79 -0.63 2.49
H8 0.71 -2.53 -0.87
H9 -3.35 1.46 0.37
H10 0.36 1.78 -1.08
Br1 -3.73 -0.21 -1.97
H11 -0.33 1.64 0.62
H12 2.56 -1.86 -1.01
Si3 1.28 -0.30 0.30
H13 1.15 -1.13 -1.91

Summary:
Energy above the lowest of the compared OMol25 structures with the same formula, charge and spin ... 52.1 kcal per mole
Maximum force ... 3.0 eV/A
E ... -96995.105 eV
Charge ... 0
Spin multiplicity ... 1
Kohn-Sham gap ... 6.86 eV

No. 4
Density functional theory data (ωB97M-V/def2-TZVPD) for a structure of composition C37H36GdN7O2.

Geometry (Å):
H1 5.90 -0.73 3.81
H2 2.44 3.35 0.02
H3 -2.47 2.92 -3.67
C1 2.79 -0.96 2.45
C2 -2.37 -2.25 1.90
H4 -4.94 0.44 -1.18
N1 -1.80 -1.03 2.03
C3 -1.57 2.64 1.60
H5 -4.90 -4.24 3.05
H6 3.28 0.68 -0.56
C4 -0.39 4.41 2.65
N2 -0.47 2.21 0.96
C5 -2.81 0.23 -1.03
C6 -1.78 -3.20 0.97
H7 1.28 -3.28 -4.29
C7 3.38 -1.08 4.83
C8 -3.97 0.78 -1.53
C9 5.10 -0.46 3.11
C10 3.87 -1.33 3.39
H8 -2.48 2.08 1.40
N3 1.08 -0.82 -2.00
O1 -5.03 -6.40 2.27
H9 3.21 1.62 -2.05
H10 -0.35 5.26 3.31
H11 -4.74 2.25 -2.91
H12 -0.27 -2.24 -2.66
C11 -1.58 3.73 2.44
H13 -0.23 2.66 -3.67
C12 -4.02 -3.95 2.49
H14 3.62 -2.40 -4.44
C13 -2.28 -4.50 0.87
C14 4.21 -2.81 3.20
H15 5.00 -3.10 3.90
H16 0.29 -5.75 -0.95
Gd1 0.06 -0.26 0.29
H17 -4.73 -2.09 4.32
C15 3.25 -0.85 -3.00
C16 -0.10 1.93 -2.87
H18 4.23 -0.40 -3.08
H19 0.97 -3.38 -0.79
H20 -1.85 -6.46 0.06
H21 0.25 3.31 -1.29
C17 0.83 2.57 -1.84
H22 -3.56 0.09 4.67
C18 2.90 -1.95 -3.76
H23 2.49 -1.69 5.05
H24 0.37 1.07 -3.34
C19 -3.44 -2.66 2.69
C20 2.63 0.97 -1.39
C21 -1.52 -5.44 0.14
H25 -2.50 4.05 2.91
N4 -1.58 0.60 -1.42
H26 4.88 0.60 3.24
C22 1.90 -0.66 1.68
C23 2.29 -0.29 -2.16
N5 -0.67 -2.80 0.30
C24 -3.27 -0.59 3.88
H27 5.47 -0.62 2.09
H28 -2.87 -0.55 -0.28
C25 -1.47 1.54 -2.37
C26 -3.86 1.78 -2.49
C27 0.04 -3.71 -0.34
N6 1.46 1.66 -0.85
C28 -0.34 -5.05 -0.43
C29 0.75 4.00 1.97
C30 1.86 2.47 0.32
H29 4.16 -1.36 5.54
H30 -1.71 0.69 3.15
H31 4.57 -3.00 2.19
H32 2.50 1.86 0.96
H33 1.68 4.53 2.07
C31 -3.49 -4.81 1.62
C32 -2.22 -0.26 3.02
C33 -2.59 2.15 -2.91
H34 3.12 -0.03 4.99
C34 -3.90 -1.79 3.69
C35 1.61 -2.45 -3.67
O2 -3.87 -6.81 0.51
C36 0.66 2.92 1.11
N7 -4.21 -6.10 1.44
C37 0.74 -1.87 -2.77
H35 3.34 -3.44 3.39
H36 1.62 3.11 -2.37

Summary:
Energy above the lowest of the compared OMol25 structures with the same formula, charge and spin ... 3.7 kcal per mole
Maximum force ... 0.9 eV/A
E ... -74299.816 eV
Charge ... +2
Spin multiplicity ... 8
Kohn-Sham gap (spin up / spin down) ... 7.46 / 8.31 eV

No. 5
Density functional theory data (ωB97M-V/def2-TZVPD) for the molecule C17H19N7O2S2 at a distorted geometry.

Geometry (Å):
H1 -5.99 3.26 -3.63
C1 -6.02 4.36 -3.70
H2 8.70 -7.12 2.41
H3 -1.75 3.87 0.15
H4 -7.58 4.54 -2.18
C2 1.62 -1.84 3.44
C3 8.21 -6.94 1.45
H5 -7.51 5.90 -3.36
N1 -1.88 0.70 0.50
C4 -2.21 3.61 -0.80
C5 3.71 -2.36 2.25
C6 5.13 -4.68 1.56
N2 -0.08 -0.59 2.37
C7 -2.31 2.37 -2.89
H6 -2.62 1.32 0.17
C8 -3.98 4.12 -2.42
H7 -8.17 4.36 -3.85
N3 0.33 0.14 0.10
C9 -1.76 2.57 -1.61
H8 -1.83 1.61 -3.49
H9 1.11 0.25 -0.57
S1 5.60 -6.21 0.82
H10 4.09 -2.53 3.25
C10 0.38 -1.16 3.54
N4 6.08 -4.16 2.30
N5 1.91 -0.99 1.20
H11 -3.89 2.94 -4.24
C11 -0.77 0.89 -0.20
H12 -0.81 0.08 2.53
C12 -3.33 4.35 -1.18
C13 0.69 -0.51 1.26
S2 3.55 -3.95 1.29
H13 8.88 -6.51 0.71
C14 -3.44 3.11 -3.27
H14 4.41 -1.68 1.74
H15 7.84 -7.89 1.05
O1 -5.04 4.89 -2.78
H16 2.01 -2.38 4.30
C15 2.37 -1.73 2.29
O2 -0.25 -1.10 4.57
C16 -7.40 4.81 -3.23
H17 -5.88 4.63 -4.72
C17 7.12 -5.97 1.59
N6 7.23 -4.90 2.34
H18 -2.08 -0.29 0.67
H19 -3.70 5.12 -0.52
N7 -0.71 1.71 -1.20

Summary:
Energy above the lowest of the compared OMol25 structures with the same formula, charge and spin ... 35.1 kcal per mole
Maximum force ... 3.7 eV/A
E ... -54133.140 eV
Charge ... 0
Spin multiplicity ... 1
Kohn-Sham gap ... 8.23 eV
Structure (SMILES) ... CCOc1ccc(/N=C(\N)Nc2nc(CSc3nnc(C)s3)cc(=O)[nH]2)cc1

No. 6
Density functional theory data (ωB97M-V/def2-TZVPD) for a cluster of 2 separate species, C4H10NS in total at a distorted geometry.

Geometry (Å):
H1 -0.74 -0.17 -1.84
C1 -1.60 0.03 -1.16
H2 -1.82 1.10 -1.24
N1 -0.73 -1.77 0.20
H3 0.30 2.15 0.98
H4 2.10 2.15 1.56
H5 -2.53 -0.52 -1.49
C2 1.37 0.47 0.42
C3 -1.16 -0.56 0.14
H6 1.90 2.38 -0.15
S1 2.51 -0.77 0.38
H7 -0.61 -2.32 -0.61
H8 -0.88 -2.31 1.04
H9 1.62 -1.77 0.05
H10 -1.18 0.03 0.98
C4 1.43 1.90 0.75

Summary:
Energy above the lowest of the compared OMol25 structures with the same formula, charge and spin ... 85.8 kcal per mole
Maximum force ... 3.1 eV/A
E ... -16625.246 eV
Charge ... +1
Spin multiplicity ... 1
Kohn-Sham gap (spin up / spin down) ... 7.83 / 7.83 eV